Entry from OMol25: the molecule C2H9OP (ωB97M-V with the def2-TZVPD basis set).

Calculated values
Kohn-Sham gap, Eh: 0.341
SMILES string: OCC[PH4]

Geometry as ORCA input:
```
! RIJCOSX wB97M-V def2-TZVPD def2/J DEFGRID3
* xyz 0 1
H -1.3172 -0.4004 -1.1451
H -0.2917 -1.6029 -0.3364
O -0.3074 -0.5936 2.0664
H 0.8458 -0.0607 -2.2821
P 0.9843 0.4354 -0.9618
H 0.3247 1.6598 -0.6067
H -2.0860 -0.4621 1.1523
H -1.1259 1.0033 1.0111
H 2.1445 1.2192 -1.3846
C -1.0751 -0.0966 0.9721
H 1.8532 -0.2978 -0.0976
H 0.5946 -0.2672 1.9917
C -0.5439 -0.5364 -0.3793
*
```

Mulliken atomic charge list, values in e, 4 entries: number 1, H, carries 0.4213; number 2, H, carries 0.3235; number 3, O, carries -0.5069; number 4, H, carries 0.0490

***

Entry from OMol25: a cluster of 3 separate species, C2H9OS in total (ωB97M-V with the def2-TZVPD basis set).

Calculated values
Kohn-Sham gap, Eh: 0.359
Energy above the lowest of the compared OMol25 structures with the same formula, charge and spin, kJ/mol: 190.6

Geometry as ORCA input:
```
! RIJCOSX wB97M-V def2-TZVPD def2/J DEFGRID3
* xyz 1 1
H -1.7888 -1.8689 -0.7487
H 1.6453 1.9715 -0.9571
C 0.6432 1.0592 0.7826
H 0.5123 -1.9919 2.0479
H 1.5905 0.6964 1.1728
H 0.3340 1.8992 1.4004
C 0.7022 1.5335 -0.6091
H -0.0559 0.2283 0.8808
H -1.2348 0.6548 -0.9570
H 0.5582 -2.7316 1.9569
O -1.2642 -1.3076 -1.3357
S -0.6339 1.7221 -1.5545
H -1.0081 -1.8650 -2.0791
*
```

Mulliken atomic charge list, values in e, 4 entries: number 1, H, carries 0.3171; number 2, H, carries 0.3346; number 3, C, carries -0.8828; number 4, H, carries -0.2024

***

Entry from OMol25: a cluster of 2 separate species, C2H9OS in total (ωB97M-V with the def2-TZVPD basis set).

Calculated values
Kohn-Sham gap, Eh: 0.438
Energy above the lowest of the compared OMol25 structures with the same formula, charge and spin, kJ/mol: 75.4

Geometry as ORCA input:
```
! RIJCOSX wB97M-V def2-TZVPD def2/J DEFGRID3
* xyz 1 1
S 0.0271 1.3051 -0.5802
H 0.9247 0.1164 -2.6030
H 1.9595 1.4234 0.7146
H 1.2237 -0.3519 0.7517
C -0.0176 0.1631 -2.0268
H -1.8805 -0.9899 2.0649
H 0.4654 0.8401 1.7795
H -0.9021 0.5816 0.0780
H -0.8891 0.4018 -2.6727
C 1.1001 0.7396 0.8358
O -1.1092 -1.2335 1.5018
H -0.8559 -2.1066 1.8549
H -0.0461 -0.8890 -1.6984
*
```

Mulliken atomic charge list, values in e, 4 entries: number 1, S, carries 0.2002; number 2, H, carries 0.3475; number 3, H, carries 0.3546; number 4, H, carries 0.3094

***

Entry from OMol25: a structure of composition C2HAgFO2 (ωB97M-V with the def2-TZVPD basis set).

Calculated values
Kohn-Sham gap (spin up / spin down), Eh: 0.298 / 0.266
Expectation value of S²: 0.77
Energy above the lowest of the compared OMol25 structures with the same formula, charge and spin, kJ/mol: 296.5

Geometry as ORCA input:
```
! RIJCOSX wB97M-V def2-TZVPD def2/J DEFGRID3
* xyz 0 2
Ag 1.9705 1.4216 0.6122
C -1.5799 -0.6741 -0.8993
O -2.0998 -0.6787 -1.9367
H -1.2683 -1.4082 1.0719
C -1.0214 -0.6869 0.2988
F -0.1132 0.2819 0.6135
O 4.1121 1.7445 0.2395
*
```

Mulliken atomic charge list, values in e, 4 entries: number 1, Ag, carries 0.5428; number 2, C, carries 0.6699; number 3, O, carries -0.2816; number 4, H, carries 0.2795

***

Entry from OMol25: a structure of composition C2HAgLiO3 (ωB97M-V with the def2-TZVPD basis set).

Calculated values
Kohn-Sham gap (spin up / spin down), Eh: 0.191 / 0.248
Expectation value of S²: 0.76
Energy above the lowest of the compared OMol25 structures with the same formula, charge and spin, kJ/mol: 254.2

Geometry as ORCA input:
```
! RIJCOSX wB97M-V def2-TZVPD def2/J DEFGRID3
* xyz 0 2
Li 2.1039 0.0601 1.0418
Ag -2.2067 1.3241 0.1856
H -1.3230 -1.9109 0.4724
C -1.2610 -0.8887 0.0506
O 1.8505 0.3807 -0.8522
O 0.0684 1.4024 -0.0751
O 0.1616 -0.7807 -0.1723
C 0.6063 0.4129 -0.6508
*
```

Mulliken atomic charge list, values in e, 4 entries: number 1, Li, carries 0.9155; number 2, Ag, carries 0.1898; number 3, H, carries 0.2871; number 4, C, carries -0.4680

***

Entry from OMol25: a structure of composition C2HAgO2 (ωB97M-V with the def2-TZVPD basis set).

Calculated values
Kohn-Sham gap (spin up / spin down), Eh: 0.188 / 0.264
Expectation value of S²: 2.02
Energy above the lowest of the compared OMol25 structures with the same formula, charge and spin, kJ/mol: 35.8

Geometry as ORCA input:
```
! RIJCOSX wB97M-V def2-TZVPD def2/J DEFGRID3
* xyz 0 3
O -1.9280 0.4251 0.9324
Ag 2.6216 0.3396 0.5975
C -1.1123 -0.0807 0.2199
O 1.1319 -0.7287 -0.1873
H -0.8649 -0.0692 -1.2373
C 0.1517 0.1138 -0.3251
*
```

Mulliken atomic charge list, values in e, 4 entries: number 1, O, carries -0.3263; number 2, Ag, carries -0.0711; number 3, C, carries 0.4697; number 4, O, carries -0.4127